DFT (ωB97M-V/def2-TZVPD) results for a molecular structure, C37H40BN8PTi.

The geometry in XYZ format:
```
88
Properties=species:S:1:pos:R:3:forces:R:3:mulliken_charge:R:1
Ti 0.72233 1.80394 -0.06488 0.1 -0.3 0.8 -0.91
C -1.67604 2.05574 -3.05799 -0.1 0.0 -0.1 -1.49
C -0.56945 1.10328 -2.68607 0.2 0.2 0.0 -0.78
C 1.20288 -0.23494 -3.04535 0.2 0.1 -0.1 -0.81
C 1.68427 0.82128 -2.05975 -0.1 -0.3 0.2 0.23
N 1.38722 -0.07929 -0.88564 -0.1 0.3 -0.1 0.04
N 0.54418 1.77429 -1.93875 -0.2 0.2 -0.7 -0.53
B 2.35255 -0.59648 0.18438 -0.1 0.0 0.0 0.82
N 1.53251 -0.56804 1.50496 0.0 -0.2 0.2 0.98
C 1.52309 -1.36761 2.57881 0.1 0.1 0.0 -0.12
C 0.98009 -0.66578 3.63521 0.0 0.0 -0.1 -1.85
C 0.67572 0.59995 3.11888 0.0 0.0 0.1 0.70
C 0.19355 1.79314 3.87782 0.0 0.0 0.0 -1.70
N 0.99449 0.64192 1.82387 0.0 -0.1 -0.1 0.19
N 3.39232 0.56249 0.33944 0.0 0.1 -0.1 0.37
C 4.64992 0.64659 0.79127 0.0 -0.1 0.0 -0.03
C 4.98007 1.97685 0.96144 -0.1 0.0 0.0 -1.59
C 3.82576 2.68238 0.60948 0.1 0.1 0.1 0.41
C 3.57856 4.15312 0.63137 0.0 0.0 0.0 -1.50
N 2.87620 1.82189 0.24576 -0.1 0.0 -0.2 0.33
N 2.95215 -1.95312 -0.06536 0.1 0.0 -0.1 0.88
C 4.16160 -2.33678 -0.54123 0.0 0.0 -0.1 -0.19
C 4.13396 -3.69699 -0.71209 0.0 0.0 0.0 -1.54
C 2.83344 -4.08158 -0.32723 0.0 0.1 0.0 0.66
C 2.23253 -5.44851 -0.31517 0.0 -0.1 0.0 -1.35
N 2.12653 -3.02664 0.04732 0.0 0.0 0.1 -0.91
H -2.47232 1.51637 -3.57266 0.0 0.0 0.0 0.30
H -1.28091 2.81248 -3.73692 0.0 0.0 0.0 0.43
H -2.10697 2.56726 -2.20390 0.0 0.0 0.0 0.24
H 1.97181 -0.83069 -3.52793 0.0 0.0 0.0 0.38
H 2.66642 1.27481 -2.12956 0.0 0.0 0.0 0.59
H 1.90781 -2.37021 2.50660 0.0 0.0 0.0 0.71
H 0.83337 -1.00703 4.64502 0.0 0.0 0.0 0.46
H 0.00454 1.51713 4.91335 0.0 0.0 0.0 0.41
H -0.72556 2.21243 3.47426 0.0 0.0 0.0 0.31
H 0.95073 2.57923 3.87677 0.0 0.0 0.0 0.27
H 5.23242 -0.23987 0.97704 0.0 0.0 0.0 0.64
H 5.92159 2.37948 1.29019 0.0 0.0 0.0 0.50
H 4.46735 4.69608 0.31544 0.0 0.0 0.0 0.46
H 3.32583 4.48961 1.63800 0.0 0.0 0.0 0.27
H 2.76396 4.43254 -0.03984 0.0 0.0 0.0 0.26
H 4.94104 -1.62652 -0.75978 0.0 0.0 0.0 0.61
H 4.93158 -4.32723 -1.06541 0.0 0.0 0.0 0.47
H 2.98582 -6.20453 -0.52808 0.0 0.0 0.0 0.40
H 1.44830 -5.53774 -1.06822 0.0 0.0 0.0 0.24
H 1.79188 -5.67142 0.65648 0.0 0.0 0.0 0.28
C -2.71288 0.35209 2.80928 0.0 0.0 0.0 -1.62
C -2.24145 -0.94347 2.20567 0.0 -0.1 0.1 0.57
C -2.45539 -2.09249 2.96811 0.0 0.0 0.0 -0.63
C -2.03691 -3.34200 2.55215 0.0 0.0 0.0 -1.13
C -1.38009 -3.47033 1.33818 0.0 0.0 0.0 -0.85
C -1.18273 -2.35113 0.55545 0.0 0.0 -0.1 0.50
C -1.61338 -1.08258 0.95583 0.0 0.1 0.0 1.33
P -1.28850 0.34930 -0.12934 0.0 -0.1 0.1 1.85
C -0.94525 -0.20554 -1.86496 -0.1 -0.1 0.0 2.58
C 0.48593 -0.85865 -1.82372 0.2 0.1 0.2 -1.97
C 0.15762 0.46267 -3.88777 -0.1 -0.1 -0.1 0.43
C -0.69185 -0.48694 -4.66341 0.0 0.0 0.1 -1.72
C -1.67105 -1.19312 -4.01464 -0.1 0.0 0.0 -0.67
C -1.91864 -1.06076 -2.64864 0.1 0.1 0.0 -0.14
C -3.16458 -1.65750 -2.07752 0.0 0.0 0.0 -1.51
C -2.68540 1.48081 -0.02366 0.1 0.1 0.0 0.92
C -4.03011 1.15235 -0.16129 0.0 0.1 0.0 -0.89
C -4.99063 2.14339 -0.05316 0.0 0.0 0.0 -1.03
C -4.60152 3.45320 0.20514 0.0 0.0 0.0 -0.85
C -3.26419 3.77284 0.37929 0.0 0.0 0.0 -0.83
C -2.28281 2.78979 0.28169 0.0 -0.1 -0.1 0.83
C -0.82137 3.07883 0.52142 -0.2 0.1 0.0 -2.17
H -3.77721 0.50767 2.61871 0.0 0.0 0.0 0.38
H -2.19195 1.22122 2.42355 0.0 0.0 0.0 -0.26
H -2.56827 0.32317 3.88881 0.0 0.0 0.0 0.58
H -2.95057 -1.98723 3.92591 0.0 0.0 0.0 0.51
H -2.21519 -4.20775 3.17614 0.0 0.0 0.0 0.41
H -1.02352 -4.43262 0.99686 0.0 0.0 0.0 0.56
H -0.68421 -2.48423 -0.38945 0.0 0.0 0.0 -0.15
H 0.52925 -1.93003 -1.66829 0.0 0.0 -0.1 1.17
H 0.59264 1.23657 -4.52253 0.0 0.0 0.0 0.80
H -0.52324 -0.61576 -5.72263 0.0 0.0 0.0 0.41
H -2.31306 -1.85391 -4.58662 0.0 0.0 0.0 0.55
H -3.44809 -2.54336 -2.64664 0.0 0.0 0.0 0.57
H -3.99834 -0.95258 -2.16565 0.0 0.0 0.0 0.28
H -3.08095 -1.93911 -1.03080 0.0 0.0 0.0 0.22
H -4.32560 0.12758 -0.33552 0.0 0.0 0.0 0.62
H -6.03854 1.90036 -0.16499 0.0 0.0 0.0 0.46
H -5.35163 4.22902 0.28610 0.0 0.0 0.0 0.43
H -2.97616 4.79265 0.60388 0.0 0.0 0.0 0.55
H -0.65581 3.27861 1.59014 0.1 0.0 0.0 0.51
H -0.51347 3.99565 -0.01240 0.0 0.0 0.0 0.90
```
Positions in Å, forces in eV/Å.

- Strongest force on any atom: 0.01654 Eh/bohr
- Total charge: +1
- M: 686.4 g mol⁻¹
- Energy relative to the best compared isomer or geometry (same formula, charge and spin): 152.6 kJ/mol
- Highest occupied orbital energy (alpha / beta): -0.353 / -0.413 Eh
- 2S+1: 2
- Expectation value of S²: 0.7793
- LUMO (alpha / beta): -2.78 / -2.81 eV